Entry 1:
C41H47ClF3N3O3P2PdS2 as an isolated structure, computed with ωB97M-V with the def2-TZVPD basis set.

LUMO ... 3.97 eV
Energy relative to the best compared isomer or geometry (same formula, charge and spin) ... 9.5 kcal per mole
DFT total energy ... -4347.39645 Ha
Total charge ... -2
E_HOMO ... -0.41 eV

Each line ends with the Löwdin charge.
Positions of all 103 atoms, in Å:
Pd: -0.57571 0.10720 -0.77637  0.252
N: 1.98302 0.33718 1.05033  -0.390
P: 0.26699 0.51749 1.39097  0.904
C: 0.24190 2.25184 1.97242  -0.371
C: -0.74774 3.08356 1.47301  -0.070
C: -0.82200 4.41205 1.88900  -0.066
C: 0.10126 4.90270 2.79520  -0.101
C: 1.10372 4.07142 3.29673  -0.106
C: 1.16782 2.75192 2.88960  -0.121
C: 0.23129 -0.33932 3.03420  -0.339
C: 0.77110 -1.62019 3.18375  -0.133
C: 0.50854 -2.39353 4.30827  -0.101
C: -0.32365 -1.90863 5.30599  -0.112
C: -0.88858 -0.64702 5.16489  -0.096
C: -0.62432 0.11972 4.04009  -0.100
P: 2.09201 0.29202 -0.70515  0.960
C: 3.92857 0.05197 -0.84125  -0.339
C: 4.80909 -0.05240 0.23129  -0.113
C: 6.16474 -0.28291 0.01739  -0.118
C: 6.65554 -0.40159 -1.27363  -0.123
C: 5.78311 -0.29095 -2.35177  -0.090
C: 4.43125 -0.07634 -2.13992  -0.082
C: 2.13934 2.10397 -1.05119  -0.347
C: 2.71816 3.02011 -0.17678  -0.103
C: 2.73791 4.37058 -0.48440  -0.097
C: 2.20972 4.81332 -1.69374  -0.107
C: 1.66133 3.90024 -2.58169  -0.096
C: 1.61490 2.54893 -2.25902  -0.092
H: 2.32357 -0.54328 1.42301  0.007
H: -1.44590 2.68964 0.74207  0.078
H: -1.59704 5.04925 1.48220  0.085
H: 0.05226 5.93889 3.11084  0.090
H: 1.83536 4.46122 3.99544  0.089
H: 1.94175 2.09625 3.27377  0.102
H: 1.41989 -2.03120 2.41599  0.089
H: 0.95557 -3.37650 4.39873  0.096
H: -0.53796 -2.51073 6.18050  0.090
H: -1.54045 -0.25477 5.93642  0.096
H: -1.07838 1.09912 3.94210  0.106
H: 4.44072 0.06720 1.24330  0.082
H: 6.83709 -0.36197 0.86448  0.087
H: 7.71305 -0.57052 -1.44150  0.086
H: 6.15421 -0.37843 -3.36566  0.099
H: 3.75961 -0.00010 -2.99133  0.080
H: 3.13958 2.66650 0.75740  0.091
H: 3.16462 5.07834 0.21687  0.091
H: 2.22417 5.86916 -1.93841  0.089
H: 1.24984 4.23449 -3.52633  0.104
H: 1.17000 1.83317 -2.94284  0.075
C: -5.54062 -4.04252 2.29865  -0.132
C: -4.27751 -3.19344 2.37336  -0.283
C: -4.25132 -2.08825 1.32626  -0.222
C: -2.94293 -1.31254 1.30402  -0.251
N: -1.79298 -2.15155 0.98153  -0.040
C: -1.24568 -2.10099 -0.29874  -0.885
S: -2.24351 -2.00955 -1.66525  0.672
N: 0.01486 -2.66776 -0.32631  -0.046
C: 0.61958 -3.21172 -1.52939  -0.241
C: 0.09101 -4.58656 -1.93510  -0.207
C: 0.16989 -5.64075 -0.83333  -0.273
C: 1.59704 -5.98462 -0.41631  -0.124
H: -5.55305 -4.82618 3.06007  0.057
H: -5.62039 -4.52488 1.32209  0.069
H: -6.43502 -3.42917 2.43619  0.065
H: -3.39982 -3.82909 2.22680  0.098
H: -4.18765 -2.75320 3.37367  0.102
H: -5.06865 -1.38163 1.50666  0.111
H: -4.39879 -2.51744 0.33142  0.089
H: -2.75994 -0.87007 2.29029  0.110
H: -3.00274 -0.49677 0.57911  0.065
H: -1.09086 -2.15597 1.70760  0.073
H: 0.26972 -3.12989 0.53375  0.105
H: 1.69931 -3.24544 -1.35618  0.113
H: 0.45557 -2.49770 -2.33810  0.070
H: 0.66777 -4.91401 -2.80648  0.115
H: -0.94614 -4.46858 -2.25268  0.075
H: -0.33171 -6.55051 -1.17664  0.097
H: -0.39486 -5.29135 0.03747  0.096
H: 2.18633 -6.30014 -1.28092  0.070
H: 1.62072 -6.79185 0.31937  0.058
H: 2.10820 -5.12425 0.02121  0.060
Cl: -5.02413 1.48717 -0.72422  0.616
C: -3.98380 2.90472 -0.83753  -0.612
C: -4.49345 4.10084 -0.37314  -0.170
C: -3.73746 5.26661 -0.42500  -0.165
C: -2.44746 5.17364 -0.96321  -0.159
C: -1.94701 3.97636 -1.41544  -0.083
C: -2.68467 2.75119 -1.39270  -0.385
C: -2.14473 1.53605 -1.87320  -0.175
H: -5.49982 4.11305 0.02955  0.081
H: -4.14026 6.20621 -0.06874  0.069
H: -1.82019 6.05827 -1.01958  0.091
H: -0.93713 3.93215 -1.80655  0.090
H: -1.39515 1.67758 -2.65497  0.028
H: -2.85207 0.74866 -2.10159  -0.033
F: -0.97016 -0.72957 -6.12304  0.114
C: 0.17245 -0.03256 -6.07036  -0.665
F: -0.14212 1.25829 -5.87702  0.107
F: 0.74467 -0.11717 -7.29035  0.091
S: 1.29226 -0.65456 -4.75251  0.431
O: 1.43859 -2.05796 -5.07721  -0.326
O: 2.48394 0.15569 -4.94119  -0.340
O: 0.55095 -0.36541 -3.54143  -0.382

=====

Entry 2:
C2H3ClFO2S as an isolated structure, computed with ωB97M-V with the def2-TZVPD basis set.

LUMO (alpha / beta) ... 3.29 / 3.20 eV
Energy relative to the best compared isomer or geometry (same formula, charge and spin) ... 91.3 kcal per mole
DFT total energy ... -1186.61225 Ha
Total charge ... -1
E_HOMO (alpha / beta) ... -3.42 / -3.94 eV

Each line ends with the Löwdin charge.
Positions of all 10 atoms, in Å:
C: -2.08487 0.07788 0.63290  -0.036
C: 0.58370 0.41113 -0.29624  -0.835
O: 1.38263 -2.08435 -0.33771  -0.491
O: 2.74919 -0.47330 0.83928  -0.494
F: -2.73108 -0.59600 -0.42228  -0.164
S: 1.91477 -0.72460 -0.30398  0.518
Cl: 1.33510 1.98106 -0.13038  0.456
H: -2.24478 1.22186 0.44824  0.054
H: -0.92869 -0.11458 0.73929  0.011
H: 0.02403 0.30090 -1.16912  -0.020

=====

Entry 3:
A 6-piece molecular cluster, C6H24O6 overall, computed with ωB97M-V with the def2-TZVPD basis set.

LUMO ... 0.40 eV
Energy relative to the best compared isomer or geometry (same formula, charge and spin) ... 90.8 kcal per mole
DFT total energy ... -694.30779 Ha
Total charge ... 0
E_HOMO ... -10.06 eV
SMILES ... CO.CO.CO.CO.CO.CO

Each line ends with the Löwdin charge.
Positions of all 36 atoms, in Å:
C: -8.99458 -23.79210 -4.07546  -0.114
O: -9.35203 -24.92664 -4.88023  -0.143
H: -9.00501 -22.91513 -4.71887  0.073
H: -9.75640 -23.73369 -3.29732  0.080
H: -7.97535 -23.91948 -3.71106  0.059
H: -8.99182 -25.74151 -4.50373  0.076
C: -12.06731 -26.31992 -3.05728  -0.152
O: -11.76248 -26.48320 -4.44717  -0.138
H: -12.60357 -25.38748 -2.85818  0.074
H: -12.77233 -27.11378 -2.81514  0.076
H: -11.13216 -26.40866 -2.50322  0.062
H: -11.02217 -25.88528 -4.65350  0.027
C: -10.66166 -22.42740 -7.47302  -0.188
O: -11.18494 -21.78490 -8.60795  -0.110
H: -11.38553 -23.14333 -7.07271  0.081
H: -9.79076 -23.08604 -7.62167  0.075
H: -10.41625 -21.68491 -6.70322  0.073
H: -10.67367 -21.00214 -8.81506  0.072
C: -9.20077 -20.51681 -2.47785  -0.169
O: -10.21078 -19.91311 -3.26475  -0.120
H: -8.80162 -19.79782 -1.75555  0.077
H: -9.54237 -21.42607 -1.97781  0.073
H: -8.38664 -20.78597 -3.15910  0.069
H: -11.09528 -20.19415 -3.03406  0.072
C: -4.93628 -23.16147 -4.19939  -0.163
O: -4.19153 -24.24219 -3.64520  -0.126
H: -5.75926 -22.90510 -3.53309  0.060
H: -4.30426 -22.28181 -4.33622  0.078
H: -5.39410 -23.44939 -5.15215  0.081
H: -3.41688 -24.33857 -4.20705  0.076
C: -6.58562 -26.21450 -1.92724  -0.139
O: -7.78975 -26.86095 -2.32344  -0.127
H: -5.73785 -26.87952 -2.05677  0.084
H: -6.42598 -25.32813 -2.54540  0.047
H: -6.64589 -25.90553 -0.88146  0.083
H: -8.55629 -26.47711 -1.89550  0.060